The following is a quantum chemistry calculation of C37H30NReS4Si as an isolated structure, from the OMol25 dataset.

XYZ file:
```
74
Properties=species:S:1:pos:R:3:forces:R:3
Re 0.121 0.024 0.159 -0.3 0.3 0.1
S 0.442 -0.210 2.322 0.2 -0.4 0.5
C 1.845 0.859 2.618 0.0 0.0 0.0
C 2.059 1.375 3.888 0.1 0.1 0.0
C 3.118 2.244 4.105 0.0 0.0 0.0
C 3.985 2.572 3.073 0.0 0.0 0.0
C 3.809 2.027 1.809 0.1 0.1 0.1
C 2.729 1.195 1.589 -0.1 -0.1 0.1
S 2.444 0.336 0.059 0.1 0.1 0.0
C 2.434 1.574 -1.279 0.1 0.1 -0.1
C 1.392 1.246 -2.324 0.2 0.2 -0.2
C 1.553 1.703 -3.621 -0.1 -0.1 0.1
C 0.503 1.559 -4.517 0.0 0.0 0.0
C -0.673 0.966 -4.099 0.0 0.0 0.2
C -0.756 0.489 -2.796 -0.2 0.0 -0.2
C -1.966 -0.233 -2.288 0.1 -0.1 -0.2
S -2.175 -0.077 -0.485 -0.4 0.0 -0.2
C -2.822 1.588 -0.433 0.1 0.0 0.0
C -4.156 1.813 -0.745 -0.1 0.0 0.0
C -4.650 3.106 -0.730 0.0 0.0 0.0
C -3.809 4.160 -0.388 -0.1 0.0 0.0
C -2.488 3.931 -0.058 0.0 0.0 0.0
C -1.980 2.632 -0.076 0.1 0.0 0.0
S -0.316 2.345 0.390 0.1 0.2 0.0
N 0.266 0.616 -1.948 0.4 -0.4 0.1
H 1.389 1.116 4.697 0.0 0.0 0.0
H 3.266 2.665 5.089 0.0 0.0 0.0
H 4.814 3.241 3.256 0.0 0.0 0.0
H 4.508 2.246 1.013 0.0 0.0 0.0
H 3.419 1.628 -1.740 0.0 0.0 0.1
H 2.183 2.539 -0.832 0.0 0.0 0.0
H 2.471 2.189 -3.916 0.0 0.0 0.0
H 0.600 1.923 -5.531 0.0 0.0 0.0
H -1.515 0.859 -4.767 0.0 0.0 0.0
H -1.841 -1.299 -2.494 -0.1 0.1 0.1
H -2.872 0.104 -2.790 0.0 0.1 0.1
H -4.799 0.976 -0.987 0.0 0.0 0.0
H -5.686 3.291 -0.972 0.0 0.0 0.0
H -4.193 5.171 -0.368 0.0 0.0 0.0
H -1.848 4.756 0.224 0.0 0.0 0.0
C -1.114 -3.531 -4.192 0.0 0.0 0.0
C -2.024 -3.877 -3.205 -0.1 0.0 -0.1
C -1.735 -3.625 -1.871 -0.1 -0.1 0.2
C -0.532 -3.030 -1.487 0.0 -0.2 0.3
C 0.380 -2.715 -2.498 0.2 0.1 0.0
C 0.099 -2.954 -3.832 0.0 0.0 -0.1
Si -0.170 -2.547 0.316 -0.1 0.0 -0.6
C -1.516 -3.248 1.404 0.1 0.2 0.1
C -2.313 -2.457 2.229 0.0 0.1 0.0
C -3.283 -3.020 3.043 0.0 0.0 0.0
C -3.470 -4.393 3.042 0.0 0.0 0.0
C -2.679 -5.199 2.233 -0.1 -0.1 0.1
C -1.709 -4.631 1.427 0.1 0.0 0.0
C 1.507 -3.335 0.739 -0.1 0.1 -0.1
C 1.987 -4.366 -0.075 -0.1 0.0 -0.1
C 3.166 -5.032 0.220 0.1 0.0 0.0
C 3.905 -4.679 1.338 0.0 0.0 0.0
C 3.446 -3.664 2.163 0.1 0.0 0.0
C 2.266 -3.005 1.863 -0.1 0.1 0.1
H -1.338 -3.724 -5.232 0.0 0.0 0.0
H -2.961 -4.348 -3.472 0.0 0.0 0.0
H -2.465 -3.894 -1.117 0.0 0.0 0.0
H 1.343 -2.284 -2.236 0.0 0.0 0.0
H 0.828 -2.703 -4.592 0.0 0.0 0.0
H -2.178 -1.380 2.243 0.0 0.0 0.0
H -3.890 -2.389 3.679 0.0 0.0 0.0
H -4.227 -4.838 3.674 0.0 0.0 0.0
H -2.816 -6.272 2.235 0.0 0.0 0.0
H -1.090 -5.276 0.814 0.0 0.0 0.0
H 1.434 -4.670 -0.954 0.0 0.0 0.0
H 3.504 -5.830 -0.427 0.0 0.0 0.0
H 4.828 -5.194 1.568 0.0 0.0 0.0
H 4.006 -3.385 3.046 0.0 0.0 0.0
H 1.930 -2.231 2.542 0.0 0.0 0.0
```
Positions in Å, forces in eV/Å.

Output
**Multiplicity**: 2
**LUMO level (alpha / beta)**: -4.44 / -4.22 eV
**Charge**: +1
**Max |F|**: 0.6 eV Å⁻¹
**Orbital gap (alpha / beta)**: 5.61 / 6.31 eV